1.
The following is a quantum chemistry calculation of 2 unconnected molecules or ions with the total composition CH2N2O2S, from the Open Molecules 2025 dataset.

Structure (XYZ):
```
8
Properties=species:S:1:pos:R:3:nbo_charge:R:1
C 2.900 -0.301 -0.232 1.023
N -1.875 0.812 0.885 -0.365
N -1.770 0.159 -0.161 -0.317
O 2.684 -1.049 0.633 -0.534
O 3.190 0.452 -1.021 -0.489
S -1.209 0.569 -1.587 -0.002
H -1.959 0.183 1.597 0.311
H -1.961 -0.825 -0.114 0.373
```

LUMO   -0.5 eV
E_HOMO   -9.185 eV
SMILES string   [H]/N=[NH+]/[S-].O=C=O
Total charge   0
Energy relative to the best compared isomer or geometry (same formula, charge and spin)   76.4 kcal per mole
Frontier orbital gap   8.726 eV

=====

2.
The following is a quantum chemistry calculation of a molecular structure, C11H11BrCeN3O11P2, from the Open Molecules 2025 dataset.

Structure (XYZ):
```
40
Properties=species:S:1:pos:R:3:lowdin_charge:R:1
Ce -0.133 -1.231 0.295 1.413
O 6.198 -2.432 2.551 0.107
C 5.258 -2.094 1.600 -0.421
O 5.510 -2.124 0.409 0.168
C 4.006 -1.430 2.106 -0.011
C 3.669 -0.265 2.847 0.059
N 2.352 -0.025 2.654 0.051
N 1.763 -1.007 1.901 -0.030
C 2.750 -1.928 1.672 -0.109
C 2.279 -3.203 1.124 -0.541
O 1.172 -3.072 0.519 -0.109
O 2.923 -4.223 1.393 0.147
H 5.768 -3.079 3.133 0.130
H 4.309 0.267 3.558 0.156
H 1.881 0.841 2.842 0.166
O 1.697 2.020 -1.681 -0.070
P 0.141 1.774 -1.631 0.297
O -0.689 2.931 -1.835 -0.187
O 0.054 0.942 -0.290 -0.418
O -0.198 0.593 -2.752 -0.229
P 0.083 -0.987 -2.538 0.295
O 0.202 -1.551 -4.024 -0.056
O 1.371 -1.204 -1.758 -0.262
O -1.109 -1.647 -1.764 -0.345
H 2.255 1.216 -1.730 0.105
H -0.728 -1.585 -4.415 0.146
C -4.666 2.200 -2.130 -0.039
C -4.142 1.674 -0.821 -0.225
C -4.053 2.485 0.317 0.044
C -3.434 1.982 1.499 -0.048
C -2.800 0.779 1.387 -0.648
Br -1.655 0.076 2.821 0.853
N -2.811 0.033 0.299 -0.013
C -3.407 0.490 -0.824 -0.054
H -3.889 2.643 -2.747 0.087
H -5.508 2.915 -2.159 0.095
H -4.991 1.323 -2.769 0.102
H -4.553 3.496 0.291 0.154
H -3.530 2.560 2.367 0.101
H -3.346 -0.154 -1.721 0.139
```

LUMO   -6.9 eV
E_HOMO   -13.252 eV
Total charge   +1
Energy relative to the best compared isomer or geometry (same formula, charge and spin)   25.3 kcal per mole
Frontier orbital gap   6.363 eV

=====

3.
The following is a quantum chemistry calculation of a molecular structure, C23H32N3OSTi, from the Open Molecules 2025 dataset.

Structure (XYZ):
```
61
Properties=species:S:1:pos:R:3:lowdin_charge:R:1
Ti -0.347 -0.278 -0.602 1.199
C -4.585 0.331 -0.614 0.008
C -5.023 -0.988 -0.506 0.042
C -4.107 -2.030 -0.485 0.054
C -2.758 -1.751 -0.585 -0.175
N -2.345 -0.456 -0.677 -0.034
C -3.236 0.562 -0.691 -0.066
C -1.665 -2.741 -0.592 -0.166
C -1.872 -4.110 -0.586 0.025
C -0.780 -4.973 -0.621 0.011
C 0.522 -4.486 -0.669 -0.016
C 0.751 -3.118 -0.687 -0.053
C -0.339 -2.254 -0.642 -0.179
H -5.279 1.158 -0.632 0.137
H -6.082 -1.202 -0.434 0.144
H -4.447 -3.051 -0.397 0.135
H -2.838 1.566 -0.759 0.130
H -2.871 -4.524 -0.565 0.130
H -0.951 -6.042 -0.620 0.137
H 1.357 -5.173 -0.701 0.133
H 1.768 -2.748 -0.734 0.114
N -0.002 0.086 1.297 0.093
C 0.257 0.260 2.439 -0.146
N 0.534 0.434 3.654 -0.014
C 0.507 -0.700 4.650 -0.071
C 1.889 -0.852 5.260 -0.159
C 2.383 0.468 5.850 -0.173
C 2.392 1.576 4.797 -0.160
C 1.014 1.762 4.186 -0.074
H 0.161 -1.594 4.135 0.134
H -0.235 -0.413 5.396 0.145
H 2.585 -1.216 4.500 0.125
H 1.826 -1.622 6.030 0.134
H 3.385 0.338 6.256 0.129
H 1.743 0.761 6.688 0.130
H 3.114 1.347 4.008 0.124
H 2.690 2.529 5.237 0.134
H 0.995 2.482 3.370 0.132
H 0.278 2.059 4.934 0.145
C -1.709 2.204 -5.268 -0.081
C -1.227 2.631 -3.884 -0.277
C 0.282 2.476 -3.683 -0.313
S 0.755 0.742 -3.655 1.182
O 0.173 0.218 -2.266 -0.606
C 2.550 0.780 -3.370 -0.284
C 3.007 0.751 -1.915 -0.260
C 2.668 1.973 -1.070 -0.086
H -2.785 2.345 -5.357 0.092
H -1.501 1.152 -5.476 0.072
H -1.234 2.804 -6.045 0.095
H -1.759 2.083 -3.100 0.085
H -1.446 3.686 -3.716 0.131
H 0.671 2.949 -2.785 0.096
H 0.835 2.859 -4.549 0.127
H 2.887 1.681 -3.891 0.119
H 2.923 -0.085 -3.918 0.108
H 4.092 0.640 -1.963 0.137
H 2.662 -0.176 -1.445 0.092
H 2.984 2.894 -1.559 0.099
H 3.183 1.925 -0.113 0.089
H 1.600 2.072 -0.862 0.043
```

LUMO   -10.6 eV
E_HOMO   -17.656 eV
Total charge   +3
Energy relative to the best compared isomer or geometry (same formula, charge and spin)   0.0 kcal per mole
Frontier orbital gap   7.088 eV

=====

4.
The following is a quantum chemistry calculation of a molecular structure, H22O11, from the Open Molecules 2025 dataset.

Structure (XYZ):
```
33
Properties=species:S:1:pos:R:3:nbo_charge:R:1
O 0.252 1.417 1.497 -1.010
H 0.045 0.783 2.183 0.423
H -0.592 1.615 1.091 0.422
O -0.833 -1.560 1.963 -0.942
H -0.364 -2.353 2.221 0.503
H -1.695 -1.869 1.686 0.476
O -1.047 -1.984 -1.696 -0.873
H -1.621 -1.390 -2.179 0.438
H -0.915 -1.555 -0.850 0.476
O 1.930 -1.428 -1.271 -0.937
H 2.646 -1.029 -0.776 0.464
H 1.147 -0.962 -0.977 0.437
O 2.163 0.913 -1.807 -0.932
H 1.856 1.296 -2.629 0.433
H 1.477 0.293 -1.559 0.461
O 1.151 -0.677 1.941 -0.951
H 1.062 -0.879 1.009 0.495
H 2.096 -0.611 2.083 0.498
O 0.017 0.199 -2.255 -0.946
H -0.620 -0.510 -2.173 0.465
H -0.091 0.517 -3.151 0.504
O -0.435 2.523 -1.697 -0.943
H -0.951 2.015 -1.070 0.461
H -0.180 1.888 -2.367 0.441
O -0.419 0.269 3.094 -0.955
H -0.410 -0.140 3.960 0.469
H -0.014 -0.379 2.518 0.480
O -1.554 1.407 0.337 -0.885
H -2.155 2.109 0.588 0.518
H -2.054 0.603 0.477 0.491
O 0.351 -0.402 -0.039 -1.014
H 0.004 0.035 -0.816 0.499
H -0.249 -0.155 0.664 0.532
```

LUMO   -0.7 eV
E_HOMO   -8.270 eV
Total charge   0
Energy relative to the best compared isomer or geometry (same formula, charge and spin)   324.0 kcal per mole
Frontier orbital gap   7.585 eV

=====

5.
The following is a quantum chemistry calculation of 5 unconnected molecules or ions with the total composition CH12NO4, from the Open Molecules 2025 dataset.

Structure (XYZ):
```
18
Properties=species:S:1:pos:R:3:nbo_charge:R:1
C 2.084 -0.678 -0.404 0.252
N 1.667 0.531 -0.477 -0.755
H 2.759 -1.112 0.402 0.207
H 1.524 -1.415 -1.031 0.215
H 1.124 0.633 0.469 0.512
H 1.928 1.069 -1.353 0.505
H 4.146 0.734 -2.941 0.502
H 2.973 1.698 -3.390 0.496
O 3.196 0.876 -2.992 -0.975
H -1.408 0.841 0.655 0.507
H -1.152 -0.448 1.145 0.507
O -0.645 0.285 0.745 -0.984
H -3.812 -0.101 0.318 0.478
H -4.151 1.394 0.000 0.477
O -3.761 0.624 -0.386 -0.951
H -2.075 -1.274 3.667 0.474
H -1.987 -2.262 2.767 0.468
O -2.409 -1.394 2.806 -0.935
```

LUMO   -6.1 eV
E_HOMO   -14.385 eV
Total charge   +1
Energy relative to the best compared isomer or geometry (same formula, charge and spin)   88.8 kcal per mole
Frontier orbital gap   8.328 eV

=====

6.
The following is a quantum chemistry calculation of 3 unconnected molecules or ions with the total composition C21H39N2O8, from the Open Molecules 2025 dataset.

Structure (XYZ):
```
70
Properties=species:S:1:pos:R:3:nbo_charge:R:1
C -2.839 -2.849 -3.240 -0.610
C -1.543 -3.106 -3.997 -0.395
C -0.360 -3.504 -3.090 -0.425
C 0.831 -2.530 -3.073 -0.211
N 1.011 -1.778 -1.831 -0.675
C 0.034 -0.761 -1.433 0.479
O -1.110 -1.432 -0.906 -0.740
C -0.549 0.119 -2.547 -0.482
C 0.160 1.455 -2.778 0.110
C 1.617 1.314 -3.229 -0.619
C -0.601 2.251 -3.828 -0.609
N 0.125 2.209 -1.480 0.027
O -0.377 3.380 -1.461 -0.422
C 0.135 1.501 -0.170 0.122
C 1.051 2.275 0.770 -0.617
C -1.285 1.437 0.412 -0.628
C 0.719 0.107 -0.376 -0.467
H -3.671 -2.650 -3.919 0.202
H -3.111 -3.719 -2.634 0.198
H -2.744 -2.009 -2.550 0.224
H -1.712 -3.885 -4.745 0.200
H -1.269 -2.212 -4.568 0.186
H 0.015 -4.483 -3.396 0.206
H -0.718 -3.614 -2.064 0.219
H 1.760 -3.090 -3.195 0.201
H 0.759 -1.866 -3.948 0.161
H 1.932 -1.358 -1.841 0.369
H -0.828 -1.914 -0.119 0.470
H -1.580 0.340 -2.266 0.236
H -0.600 -0.439 -3.487 0.226
H 2.234 0.733 -2.544 0.203
H 1.661 0.830 -4.208 0.211
H 2.072 2.302 -3.311 0.226
H -0.172 3.244 -3.947 0.233
H -0.552 1.719 -4.780 0.206
H -1.645 2.380 -3.541 0.221
H 0.683 3.294 0.887 0.227
H 1.063 1.794 1.751 0.220
H 2.072 2.319 0.383 0.218
H -1.482 2.314 1.032 0.203
H -2.062 1.401 -0.351 0.221
H -1.372 0.551 1.037 0.226
H 1.775 0.214 -0.621 0.225
H 0.689 -0.410 0.589 0.221
C -3.880 3.350 4.723 -0.627
C -2.548 2.678 4.913 0.067
C -1.389 3.273 4.129 -0.095
O -0.584 2.126 3.842 -0.492
C -1.374 1.030 3.878 0.981
O -1.034 -0.052 3.512 -0.597
O -2.583 1.334 4.386 -0.492
H -3.810 4.393 5.036 0.222
H -4.170 3.318 3.673 0.224
H -4.650 2.863 5.319 0.231
H -2.287 2.595 5.972 0.185
H -0.792 3.992 4.683 0.209
H -1.727 3.710 3.186 0.188
C 2.806 -3.079 3.706 -0.624
C 2.699 -1.949 2.719 0.059
C 2.963 -2.312 1.267 -0.101
O 3.553 -1.113 0.751 -0.506
C 4.094 -0.417 1.783 0.973
O 4.772 0.550 1.656 -0.574
O 3.735 -0.973 2.958 -0.495
H 2.079 -3.852 3.454 0.221
H 3.806 -3.512 3.677 0.218
H 2.599 -2.732 4.717 0.231
H 1.742 -1.427 2.814 0.197
H 2.076 -2.538 0.679 0.218
H 3.687 -3.127 1.181 0.182
```

LUMO (spin up / spin down)   0.6 / 0.6 eV
<S²>   0.754
2S+1   2
E_HOMO (spin up / spin down)   -7.658 / -9.162 eV
Total charge   0
Frontier orbital gap (spin up / spin down)   8.290 / 9.794 eV